# C47H101F6N4O12Y

A structure of composition C47H101F6N4O12Y at a distorted geometry (ωB97M-V/def2-TZVPD, OMol25).

The value obtained for the gap between HOMO and LUMO is 2.5 eV. The LUMO energy is -0.1345 Ha. For the HOMO energy, the calculation gives -6.16 eV. Its molar mass is 1117.235 g/mol.

Last column: Mulliken charge in e.
Geometry (Å):
Y1 -2.775 1.885 3.997  1.471
O1 -4.142 1.025 2.491  -0.414
H1 -4.351 0.193 2.058  0.204
C1 -7.536 -0.265 0.526  0.057
O2 -7.079 -0.585 -0.790  -0.408
O3 -6.605 0.438 1.199  -0.768
C2 -9.016 0.190 0.391  0.833
F1 -9.624 -0.652 -0.453  -0.261
F2 -9.650 0.173 1.571  -0.284
F3 -9.149 1.448 -0.082  -0.279
C3 -6.446 -1.814 -0.942  0.781
C4 -5.834 -1.938 -2.326  -1.356
H2 -4.864 -1.433 -2.330  0.234
H3 -5.558 -2.963 -2.596  0.339
H4 -6.450 -1.627 -3.169  0.399
H5 -7.090 -2.696 -0.856  0.204
H6 -5.593 -1.940 -0.267  -0.245
H7 -7.548 -1.193 1.130  0.055
C5 -0.418 1.179 1.235  -0.376
O4 -1.156 0.157 0.580  0.533
O5 -1.044 1.579 2.371  -0.452
C6 1.079 0.825 1.238  -0.010
F4 1.448 0.225 0.097  -0.047
F5 1.872 1.878 1.473  -0.198
F6 1.402 -0.081 2.216  -0.347
C7 -1.178 -1.199 1.015  -0.027
C8 -1.730 -2.103 -0.074  -0.565
H8 -1.234 -3.074 -0.019  0.522
H9 -2.817 -2.186 -0.043  -0.157
H10 -1.486 -1.808 -1.098  0.025
H11 -1.792 -1.336 1.909  0.072
H12 -0.181 -1.586 1.236  -0.004
H13 -0.619 1.895 0.421  0.798
O6 -1.438 2.758 -2.979  -0.579
H14 -0.931 2.085 -2.508  0.269
H15 -2.305 2.362 -3.119  0.284
O7 -3.491 2.075 -0.138  -0.632
H16 -3.481 1.726 -1.034  0.208
H17 -2.659 1.785 0.245  0.190
C9 4.698 2.689 -1.165  -1.520
C10 3.865 3.477 -2.182  2.547
C11 4.742 4.211 -3.209  -1.459
C12 5.254 3.447 -4.413  -0.777
C13 4.096 2.693 -5.077  -1.336
C14 3.182 1.888 -4.145  2.310
N1 2.902 2.658 -2.950  0.010
O8 2.097 1.892 -2.056  0.031
C15 1.906 1.551 -4.880  -1.771
C16 3.948 0.571 -3.855  -1.680
C17 3.103 4.561 -1.410  -2.474
H18 5.332 3.327 -0.545  0.566
H19 5.424 2.030 -1.644  0.413
H20 4.000 2.189 -0.493  0.003
H21 4.095 5.038 -3.522  0.506
H22 5.516 4.715 -2.622  0.431
H23 6.014 2.712 -4.129  0.352
H24 5.747 4.124 -5.110  0.441
H25 4.640 1.992 -5.712  0.339
H26 3.479 3.411 -5.619  0.380
H27 1.671 2.206 -5.723  0.322
H28 1.889 0.584 -5.395  0.373
H29 1.015 1.481 -4.255  0.330
H30 3.406 -0.092 -3.177  -0.108
H31 4.300 0.045 -4.742  0.499
H32 4.864 0.814 -3.304  0.306
H33 2.566 4.104 -0.579  -0.492
H34 2.450 5.179 -2.029  0.646
H35 3.751 5.318 -0.955  0.483
H36 2.734 1.364 -1.552  -0.083
C18 -0.897 7.389 5.397  -1.935
C19 -0.011 7.594 4.181  1.413
C20 1.433 7.896 4.613  -0.891
C21 2.495 7.629 3.577  -0.736
C22 2.366 6.282 2.886  -1.158
C23 0.920 6.168 2.284  1.907
N2 -0.030 6.393 3.349  0.189
O9 -1.344 6.014 2.999  -0.380
C24 0.874 7.025 1.033  -1.532
C25 0.855 4.714 1.810  -1.413
C26 -0.596 8.859 3.449  -1.601
H37 -1.908 6.999 5.261  0.308
H38 -1.008 8.346 5.908  0.402
H39 -0.516 6.614 6.072  0.422
H40 1.411 8.970 4.814  0.334
H41 1.711 7.394 5.542  0.351
H42 3.488 7.820 4.000  0.441
H43 2.507 8.435 2.833  0.310
H44 2.522 5.433 3.554  0.486
H45 3.144 6.239 2.122  0.308
H46 1.284 8.026 1.164  0.376
H47 1.451 6.658 0.178  0.126
H48 -0.127 7.002 0.584  0.372
H49 1.578 4.560 1.018  -0.232
H50 0.911 3.959 2.596  0.461
H51 -0.160 4.561 1.424  0.563
H52 -1.608 8.694 3.083  0.365
H53 -0.049 9.083 2.525  0.345
H54 -0.402 9.764 4.023  0.473
H55 -1.637 6.661 2.334  0.362
C27 3.455 -2.685 -0.749  -1.130
C28 4.925 -2.287 -0.628  1.780
C29 5.000 -0.740 -0.475  0.472
C30 4.978 -0.286 1.015  -0.193
C31 5.927 -1.097 1.914  -1.527
C32 5.631 -2.599 1.829  1.584
N3 5.542 -3.055 0.435  0.602
O10 5.500 -4.443 0.301  -0.523
C33 6.835 -3.312 2.490  -2.121
C34 4.336 -2.853 2.615  -1.594
C35 5.730 -2.575 -1.923  -2.102
H56 3.354 -3.711 -1.111  0.550
H57 2.877 -2.082 -1.463  -0.156
H58 2.819 -2.543 0.127  0.054
H59 5.932 -0.345 -0.883  0.626
H60 4.129 -0.358 -0.999  -1.305
H61 3.960 -0.522 1.330  -0.299
H62 5.153 0.789 1.023  0.616
H63 5.661 -0.797 2.925  0.546
H64 6.961 -0.861 1.657  0.331
H65 7.808 -3.091 2.052  0.373
H66 6.920 -3.127 3.563  0.401
H67 6.679 -4.392 2.425  0.487
H68 4.373 -2.305 3.559  0.409
H69 3.393 -2.550 2.167  0.162
H70 4.252 -3.919 2.840  0.374
H71 5.734 -3.656 -2.105  0.520
H72 6.739 -2.201 -1.770  0.498
H73 5.285 -2.241 -2.864  0.174
H74 6.426 -4.705 0.234  0.364
C36 -3.730 -4.782 2.365  -1.729
C37 -5.163 -5.370 2.200  2.247
C38 -5.933 -4.715 1.066  -1.650
C39 -5.637 -5.146 -0.378  -0.264
C40 -5.694 -6.661 -0.378  -1.399
C41 -4.745 -7.332 0.655  1.404
N4 -5.146 -6.829 1.977  0.420
O11 -4.716 -7.576 3.094  -0.505
C42 -5.107 -8.823 0.651  -1.934
C43 -3.276 -7.138 0.224  -1.696
C44 -5.983 -5.124 3.491  -2.196
H75 -3.571 -4.119 1.504  0.326
H76 -2.834 -5.390 2.430  0.262
H77 -3.780 -4.010 3.140  0.335
H78 -7.023 -4.813 1.113  0.503
H79 -5.795 -3.630 1.120  0.293
H80 -4.589 -4.858 -0.556  -0.131
H81 -6.182 -4.548 -1.100  0.642
H82 -5.316 -7.089 -1.310  0.574
H83 -6.736 -6.927 -0.185  0.336
H84 -6.137 -8.937 1.000  0.434
H85 -5.146 -9.317 -0.322  0.400
H86 -4.466 -9.394 1.322  0.388
H87 -2.673 -7.703 0.944  0.414
H88 -3.123 -7.711 -0.692  0.445
H89 -2.889 -6.124 0.179  0.245
H90 -5.918 -4.074 3.797  0.441
H91 -5.584 -5.665 4.349  0.576
H92 -7.063 -5.249 3.401  0.368
H93 -5.554 -7.729 3.546  0.359
C45 -0.200 -2.612 -6.226  -1.446
C46 -0.048 -2.977 -4.729  0.598
C47 1.258 -2.323 -4.230  -1.079
O12 -1.149 -2.455 -3.998  -0.502
H94 0.689 -2.996 -6.745  0.395
H95 -0.069 -1.537 -6.327  0.308
H96 -0.972 -3.151 -6.771  0.386
H97 0.092 -4.049 -4.584  0.275
H98 1.401 -2.801 -3.255  0.261
H99 1.237 -1.241 -4.126  0.137
H100 2.086 -2.639 -4.866  0.452
H101 -1.009 -2.643 -3.064  0.242

Force components x, y, z for each atom (eV/Å):
Y -0.4 -2.5 -7.3
O 3.0 2.1 4.5
H -0.6 0.0 -0.5
C 2.6 -0.6 1.7
O -0.6 0.0 -0.8
O -1.3 0.6 -0.4
C 1.5 0.7 -0.2
F -0.7 0.0 0.1
F -0.2 -0.3 0.1
F -0.1 -0.3 -0.1
C 0.4 -0.6 -0.9
C 0.9 0.0 -0.5
H -0.2 0.4 -0.3
H -0.2 -0.2 0.5
H -0.2 0.5 0.3
H -0.6 0.3 0.6
H -0.2 0.1 0.5
H -1.0 -0.7 -0.4
C -2.3 -0.1 -1.6
O 0.1 -1.0 -0.2
O -0.7 0.5 3.3
C 0.5 -0.9 1.4
F -0.1 0.6 0.0
F -0.2 0.0 -0.5
F -0.4 0.3 -0.1
C 0.4 -0.4 -0.1
C 0.0 -0.1 -0.7
H -0.4 -0.2 0.4
H 0.0 -0.2 0.1
H 0.1 0.7 0.2
H 0.0 0.2 0.2
H 0.1 0.4 0.2
H 1.1 0.8 0.5
O 0.0 -0.1 0.1
H 0.0 0.1 -0.1
H 0.1 0.0 0.0
O 0.1 0.3 -0.1
H -0.1 0.0 0.1
H -0.1 -0.3 0.0
C 0.2 0.1 -0.2
C 0.5 0.2 -0.8
C -0.2 1.0 0.5
C -0.4 -0.5 0.9
C 0.7 0.6 0.0
C 1.6 -1.0 -0.4
N -1.0 0.6 0.7
O 0.3 0.3 -0.2
C -1.5 -0.5 -0.9
C 0.6 0.3 1.2
C -0.1 0.2 0.4
H -0.3 0.4 0.0
H -0.4 -0.4 0.0
H 0.4 -0.4 0.2
H 0.1 0.0 -0.5
H 0.3 -0.2 -0.2
H 0.1 0.1 0.2
H -0.1 0.0 -0.1
H -0.8 0.0 -0.7
H 0.1 -0.1 -0.3
H 0.1 0.5 0.4
H 0.7 -0.2 0.3
H 0.2 0.4 0.3
H -0.2 -0.2 -0.4
H -0.5 -0.1 -0.2
H 0.0 0.0 -0.1
H -0.3 0.0 -0.2
H -0.3 -0.6 -0.2
H 0.5 -0.4 0.0
H -0.3 -0.3 0.0
C -0.3 -0.6 0.9
C -0.8 0.6 -0.9
C -0.3 0.4 0.2
C 0.8 0.7 -0.4
C -0.7 0.8 0.4
C 2.7 -1.3 -0.4
N 0.2 -0.6 0.9
O 0.0 0.4 -0.4
C -0.6 0.5 -1.0
C -1.8 0.0 0.1
C 1.2 -0.5 -1.1
H 0.0 0.4 -0.9
H 0.2 -0.1 0.3
H 0.6 0.4 0.1
H 0.3 -0.1 0.4
H -0.3 -0.2 0.0
H 0.0 -0.5 0.3
H -0.5 -0.2 -0.2
H 0.0 0.1 0.2
H -0.3 -0.3 -0.3
H -0.6 0.2 0.2
H 0.3 -0.6 0.5
H -0.1 0.6 0.3
H 0.0 -0.2 0.1
H 0.5 0.3 0.2
H 0.2 -0.1 -0.5
H -0.3 0.3 0.6
H 0.2 -0.3 0.1
H -0.8 -0.1 0.4
H -0.2 -0.2 0.0
C -1.2 0.0 -1.0
C -0.5 0.2 -1.0
C 0.8 -0.5 2.0
C -0.7 -1.0 -1.1
C -0.9 0.7 -1.1
C 0.1 0.2 -0.1
N 2.0 1.8 0.8
O -0.6 -0.2 -0.1
C -0.6 -0.8 0.3
C 0.0 -0.6 0.8
C -0.8 -1.3 0.0
H 0.0 -0.1 0.3
H 0.5 0.1 -0.4
H 0.6 -0.2 0.5
H -0.1 -0.1 -0.4
H 0.2 0.3 -0.2
H -0.1 0.5 0.4
H 0.0 0.0 0.4
H 0.7 0.1 0.2
H 0.1 -0.1 0.2
H -0.2 0.3 -0.3
H -0.2 0.4 0.0
H 0.1 0.0 0.0
H 0.1 -0.2 0.2
H 0.2 0.1 -0.5
H -0.1 0.0 0.0
H 0.4 0.0 0.3
H 0.1 0.0 -0.3
H -0.1 0.8 0.3
H -0.1 0.0 -0.2
C -0.7 2.0 -0.8
C 0.1 -1.3 1.0
C -0.9 1.2 -1.3
C 2.4 0.0 1.4
C 0.3 0.0 -0.5
C -0.8 0.1 0.0
N -1.3 0.7 -0.9
O 0.6 0.2 -0.1
C -0.4 -0.3 0.2
C 0.0 -1.3 0.8
C 0.2 0.9 0.4
H 0.2 -0.3 -0.3
H -0.4 -0.5 0.4
H 0.4 -0.4 0.5
H 0.0 -0.4 0.8
H 0.2 0.0 0.3
H 0.0 0.0 -0.3
H -0.6 -0.6 0.0
H -0.6 0.1 -0.3
H 0.1 -0.5 -0.1
H 0.1 0.2 0.3
H 0.5 0.4 -0.2
H 0.0 0.0 -0.1
H 0.1 0.3 0.2
H 0.0 0.5 -0.3
H -0.2 0.0 -0.2
H 0.3 0.1 -0.3
H -0.1 -0.2 -0.1
H 0.1 -0.6 -0.3
H 0.2 -0.2 0.0
C 1.2 -1.1 0.5
C 0.8 1.5 -1.0
C -0.3 -1.3 0.5
O -0.2 -0.3 -0.2
H 0.2 -0.1 0.3
H -0.9 0.1 -0.2
H -0.7 0.8 0.3
H -0.4 -0.2 -0.1
H 0.5 0.5 0.2
H -0.2 0.0 -0.1
H 0.1 0.1 0.0
H 0.0 0.0 0.0